1.
DFT (ωB97M-V/def2-TZVPD) results for C4H5NO in the gas phase.

The geometry in XYZ format:
```
11
C4H5NO (ωB97M-V/def2-TZVPD)
O -1.58 -0.18 -1.16
N -0.43 -0.20 0.95
C -0.57 0.39 -0.39
C 0.85 -0.36 1.20
C 0.87 0.33 -0.84
C 1.77 -0.07 0.11
H 1.10 0.66 -1.85
H -0.86 1.44 -0.23
H 1.13 -0.68 2.21
H -1.20 -0.93 -1.65
H -1.21 -0.35 1.58
```

Output
- LUMO (eV) = -0.29
- ΔE to the lowest compared entry with this formula, charge and spin (kcal per mole) = 80.7
- net charge = 0
- F_max (hartree/bohr) = 0.0101
- gap between HOMO and LUMO (eV) = 7.343
- calculated total energy (a.u.) = -285.28604
- SMILES = O[C@@H]1C=C=CN1

Here are the Löwdin charges for atoms 1 to 4, given in e: 0.012 0.084 -0.400 -0.107



2.
DFT (ωB97M-V/def2-TZVPD) results for C4H8OS in the gas phase at a distorted geometry.

The geometry in XYZ format:
```
14
C4H8OS (ωB97M-V/def2-TZVPD)
S 1.04 -0.83 -0.54
O -1.83 -0.17 -0.48
C -0.70 0.47 -0.21
C 2.44 0.07 -0.04
C -0.46 1.75 0.12
C -1.99 -1.46 0.02
H -1.14 2.60 0.20
H -3.04 -1.65 0.09
H 0.47 2.30 0.21
H 3.03 -0.60 0.53
H -1.57 -2.26 -0.70
H 3.06 0.35 -0.81
H 2.18 0.88 0.66
H -1.48 -1.44 0.95
```

Output
- LUMO (eV) = 0.75
- ΔE to the lowest compared entry with this formula, charge and spin (kcal per mole) = 69.9
- net charge = 0
- F_max (hartree/bohr) = 0.0720
- gap between HOMO and LUMO (eV) = 9.158
- calculated total energy (a.u.) = -630.52346
- SMILES = C=C(OC)SC

Here are the Löwdin charges for atoms 1 to 4, given in e: 0.763 -0.143 -0.424 -0.507



3.
DFT (ωB97M-V/def2-TZVPD) results for 2 unconnected molecules or ions with the total composition C4H10O at a distorted geometry.

The geometry in XYZ format:
```
15
C4H10O (ωB97M-V/def2-TZVPD)
O -1.00 3.64 0.68
C 1.45 -2.49 0.43
C -0.71 0.61 -0.75
C 0.07 -0.36 0.09
C 0.60 -1.52 -0.33
H -1.32 3.86 -0.22
H 2.50 -2.62 0.12
H -1.75 3.86 1.27
H -1.59 0.93 -0.18
H 0.14 -0.02 1.13
H 0.93 -3.46 0.35
H 1.43 -2.18 1.49
H -0.13 1.50 -1.04
H -1.05 0.11 -1.68
H 0.43 -1.85 -1.37
```

Output
- LUMO (eV) = 0.86
- ΔE to the lowest compared entry with this formula, charge and spin (kcal per mole) = 21.9
- net charge = 0
- F_max (hartree/bohr) = 0.0240
- gap between HOMO and LUMO (eV) = 9.811
- calculated total energy (a.u.) = -233.61007
- SMILES = C/C=C/C.O

Here are the Löwdin charges for atoms 1 to 4, given in e: -0.090 -0.123 -0.130 -0.183



4.
DFT (ωB97M-V/def2-TZVPD) results for a molecular structure, C3H8NO3S at a distorted geometry.

The geometry in XYZ format:
```
16
C3H8NO3S (ωB97M-V/def2-TZVPD)
S -0.74 -0.73 2.62
O 0.47 1.48 -2.97
O 1.69 -2.02 0.35
O 0.79 -0.31 -1.62
N -0.63 1.44 -0.96
C -0.35 1.01 0.42
C 0.24 0.75 -2.01
C -1.06 -0.28 0.73
H -0.89 -1.06 0.00
H -0.25 2.38 -0.98
H 1.61 -1.37 -0.37
H 1.08 -1.71 1.05
H -2.11 -0.05 0.86
H -0.72 1.72 1.17
H -0.03 -2.14 1.84
H 0.73 0.97 0.55
```

Output
- LUMO (eV) = 2.78
- ΔE to the lowest compared entry with this formula, charge and spin (kcal per mole) = 53.9
- net charge = -1
- F_max (hartree/bohr) = 0.1105
- gap between HOMO and LUMO (eV) = 7.773
- calculated total energy (a.u.) = -797.78632

Here are the Löwdin charges for atoms 1 to 4, given in e: 0.514 -0.050 -0.120 -0.077



5.
DFT (ωB97M-V/def2-TZVPD) results for 2 unconnected molecules or ions with the total composition H4O2 at a distorted geometry.

The geometry in XYZ format:
```
6
H4O2 (ωB97M-V/def2-TZVPD)
O 1.48 -0.10 0.04
O -1.33 -0.01 -0.10
H -1.20 0.77 0.39
H -2.03 -0.41 0.39
H 0.53 -0.32 -0.09
H 1.48 0.87 -0.17
```

Output
- LUMO (eV) = 0.62
- ΔE to the lowest compared entry with this formula, charge and spin (kcal per mole) = 4.0
- net charge = 0
- F_max (hartree/bohr) = 0.0390
- gap between HOMO and LUMO (eV) = 11.589
- calculated total energy (a.u.) = -152.86863
- SMILES = O.O

Here are the Löwdin charges for atoms 1 to 4, given in e: -0.101 -0.015 0.026 0.048



6.
DFT (ωB97M-V/def2-TZVPD) results for 8 unconnected molecules or ions with the total composition C23H31Cl6F15O10 at a distorted geometry.

The geometry in XYZ format:
```
85
C23H31Cl6F15O10 (ωB97M-V/def2-TZVPD)
Cl 1.98 0.67 3.80
Cl 4.78 1.94 3.87
Cl 1.54 2.39 -1.45
Cl -0.02 1.04 0.54
Cl 6.13 5.66 1.66
Cl 3.52 6.69 2.16
F -2.90 4.21 -5.54
F -5.25 -0.15 3.27
F 5.47 1.66 -3.27
F 3.13 -2.05 2.13
F -0.99 4.40 -4.57
F 1.35 -2.19 0.91
F -2.75 4.88 -3.50
F -3.93 -2.81 0.04
F -7.15 0.32 2.42
F -2.85 -0.99 0.47
F -6.19 -1.54 1.95
F -2.25 -2.85 1.44
F 2.09 -3.98 1.94
F 6.88 2.57 -1.79
F 4.99 3.51 -2.25
O -3.10 1.71 -4.70
O -5.76 -0.09 -0.12
O -4.66 1.46 1.08
O -0.90 -3.52 -0.58
O -0.01 -1.70 3.12
O 4.61 2.03 0.13
O 1.64 -2.60 4.34
O -1.92 -2.02 -1.92
O -2.12 2.22 -2.73
O 5.02 0.22 -1.14
C 5.58 2.34 -2.08
C -1.77 -2.59 -0.89
C 4.73 -2.17 -0.80
C 1.05 -2.23 3.20
C -4.03 1.97 -0.10
C -5.44 0.40 0.89
C -5.99 -0.25 2.18
C 0.32 1.21 -1.19
C 1.40 -3.13 6.70
C 4.92 1.55 -0.90
C -2.45 2.54 -3.83
C -4.34 -0.42 -4.96
C -0.90 -5.12 -2.31
C -2.70 -2.30 0.31
C -0.12 -4.05 -1.63
C -3.47 0.46 -4.03
C 1.94 -2.62 2.07
C 3.29 1.69 2.94
C -3.32 3.25 0.23
C -2.24 4.04 -4.38
C 1.11 -2.14 5.61
C 4.51 -0.76 -0.29
C 4.44 5.27 1.50
H 0.72 -4.43 -1.05
H -1.29 -5.81 -1.58
H 4.37 -2.86 -0.09
H 0.29 -3.25 -2.27
H -4.62 -1.34 -4.50
H 0.01 -2.07 5.44
H 5.76 -2.40 -1.11
H -3.29 1.23 -0.43
H -4.83 2.19 -0.88
H -1.78 -4.74 -2.87
H 2.46 -3.20 6.91
H 1.07 -4.11 6.43
H 2.82 2.63 2.73
H -2.64 3.05 1.10
H 1.51 -1.14 5.78
H 3.46 1.13 2.03
H 5.00 -0.68 0.68
H -2.67 3.65 -0.59
H -0.54 1.48 -1.72
H 4.16 5.18 0.46
H -4.03 0.74 -3.17
H 0.62 0.20 -1.52
H -2.65 -0.17 -3.75
H 3.39 -0.54 -0.15
H -5.26 0.13 -5.35
H -3.79 -0.55 -5.91
H 4.17 -2.30 -1.73
H 4.22 4.45 2.14
H 0.85 -2.90 7.61
H -4.06 4.02 0.49
H -0.34 -5.61 -3.10
```

Output
- LUMO (eV) = 0.28
- net charge = 0
- F_max (hartree/bohr) = 0.0641
- gap between HOMO and LUMO (eV) = 10.980
- calculated total energy (a.u.) = -5906.59120
- SMILES = CCOC(=O)C(F)(F)F.CCOC(=O)C(F)(F)F.CCOC(=O)C(F)(F)F.CCOC(=O)C(F)(F)F.CCOC(=O)C(F)(F)F.ClCCl.ClCCl.ClCCl

Here are the Löwdin charges for atoms 1 to 4, given in e: 0.567 0.544 0.610 0.555



7.
DFT (ωB97M-V/def2-TZVPD) results for C19H17N3O3 in the gas phase.

The geometry in XYZ format:
```
42
C19H17N3O3 (ωB97M-V/def2-TZVPD)
O -1.28 3.49 -0.78
O 0.17 4.25 -3.16
O 1.90 -0.49 2.42
N 0.92 -0.59 -2.26
N -0.41 -2.89 -0.08
N 0.30 -2.45 1.99
C -2.20 -5.68 1.54
C 1.98 3.05 -2.38
C -0.92 -4.34 3.10
C 0.66 3.46 -2.17
C 0.69 2.25 -0.09
C 1.85 -0.21 1.13
C 1.11 -0.96 0.25
C -1.76 -5.40 2.84
C -1.22 4.51 -3.27
C -0.52 -3.55 2.03
C 2.68 0.96 0.70
C 1.04 -0.69 -1.13
C -1.97 3.02 0.35
C 0.34 -2.09 0.72
C 2.00 1.83 -0.32
C -1.82 -4.91 0.46
C 2.64 2.25 -1.47
C -0.98 -3.85 0.72
C 0.01 3.06 -0.99
H -1.57 5.15 -2.46
H -1.80 3.59 -3.28
H -2.16 -5.13 -0.54
H 3.62 0.59 0.28
H 2.93 1.54 1.60
H 0.20 1.94 0.82
H -1.50 3.36 1.28
H -2.04 1.93 0.36
H -2.86 -6.53 1.39
H -2.09 -6.03 3.65
H -0.58 -4.12 4.10
H -1.34 5.03 -4.22
H -0.50 -2.79 -1.08
H 3.66 1.94 -1.67
H 1.32 -1.29 2.60
H 2.46 3.37 -3.28
H -2.97 3.45 0.28
```

Output
- LUMO (eV) = 0.43
- ΔE to the lowest compared entry with this formula, charge and spin (kcal per mole) = 38.5
- net charge = 0
- F_max (hartree/bohr) = 0.0152
- gap between HOMO and LUMO (eV) = 8.425
- calculated total energy (a.u.) = -1124.21295
- SMILES = COc1ccc(C/C(O)=C(\C#N)c2nc3ccccc3[nH]2)cc1OC

Here are the Löwdin charges for atoms 1 to 4, given in e: -0.112 -0.066 0.105 0.191



8.
DFT (ωB97M-V/def2-TZVPD) results for 2 unconnected molecules or ions with the total composition C4H5NO at a distorted geometry.

The geometry in XYZ format:
```
11
C4H5NO (ωB97M-V/def2-TZVPD)
O 0.83 2.05 -0.60
N -0.05 -2.12 -1.43
C -0.58 -0.22 1.32
C -0.50 -1.23 -0.84
C -0.88 -0.14 0.02
C 1.18 0.90 -0.58
H -0.75 0.59 2.01
H -1.44 0.69 -0.38
H 1.51 0.26 0.35
H -0.28 -1.17 1.75
H 1.19 0.30 -1.51
```

Output
- LUMO (eV) = -0.41
- ΔE to the lowest compared entry with this formula, charge and spin (kcal per mole) = 63.1
- net charge = 0
- F_max (hartree/bohr) = 0.0399
- gap between HOMO and LUMO (eV) = 9.556
- calculated total energy (a.u.) = -285.31407
- SMILES = C=CC#N.C=O

Here are the Löwdin charges for atoms 1 to 4, given in e: -0.009 0.166 0.037 -0.255



9.
DFT (ωB97M-V/def2-TZVPD) results for a molecular structure, H2N3O2S at a distorted geometry.

The geometry in XYZ format:
```
8
H2N3O2S (ωB97M-V/def2-TZVPD)
S 2.47 0.48 0.21
O -1.60 -0.71 0.05
O 0.99 -1.54 -0.10
N -0.41 1.48 -0.34
N 0.96 -0.33 -0.11
N -0.11 0.34 0.08
H -1.20 1.83 0.24
H -1.09 -1.55 -0.03
```

Output
- LUMO (spin up / spin down) (eV) = 3.87 / 3.77
- ΔE to the lowest compared entry with this formula, charge and spin (kcal per mole) = 81.3
- net charge = -1
- F_max (hartree/bohr) = 0.0591
- gap between HOMO and LUMO (spin up / spin down) (eV) = 7.315 / 7.412
- calculated total energy (a.u.) = -713.95761

Here are the Löwdin charges for atoms 1 to 4, given in e: 0.309 -0.213 -0.168 0.029